# 1
Here is 11 unconnected molecules or ions with the total composition C8H38N16O11 from the Open Molecules 2025 dataset. Energies are from ωB97M-V/def2-TZVPD.

Last column: Löwdin charge in e.
Geometry (Å):
N1 -2.13967 2.57318 2.05394  0.216
C1 -1.47168 2.87906 0.97401  -0.643
N2 -1.46183 4.18339 0.54972  0.173
O1 -1.04331 2.06100 0.15727  -0.056
H1 -2.63540 3.18093 2.69033  0.126
H2 -2.27175 1.61083 2.33059  0.076
H3 -1.71050 4.77320 1.33098  0.105
H4 -1.07333 4.27570 -0.37800  0.098
N3 2.74640 -2.35383 4.33777  0.160
C2 1.86436 -1.40829 4.09173  -0.781
N4 1.80946 -1.10526 2.79952  0.157
O2 1.03777 -1.00289 4.86133  0.038
H5 3.45229 -2.56015 3.64548  0.101
H6 2.85165 -2.69332 5.28316  0.114
H7 2.23496 -1.72889 2.12862  0.047
H8 1.06250 -0.43824 2.66823  0.106
N5 2.19169 -3.83233 -3.44015  0.173
C3 2.46833 -2.66647 -2.91383  -0.712
N6 3.63977 -2.22459 -3.33768  0.174
O3 1.70758 -2.01523 -2.19036  0.010
H9 2.69319 -4.18832 -4.24132  0.114
H10 1.23106 -4.14419 -3.43316  0.125
H11 3.81017 -1.25222 -3.12421  0.119
H12 4.31195 -2.83347 -3.78215  0.116
N7 -1.58515 -2.33569 3.03193  0.177
C4 -1.12377 -3.44444 2.51674  -0.749
N8 -0.62513 -3.21471 1.31313  0.168
O4 -1.23892 -4.51761 3.11324  0.002
H13 -1.71603 -1.55853 2.40027  0.061
H14 -2.29263 -2.35616 3.75247  0.124
H15 -0.35325 -4.08757 0.88382  0.112
H16 -0.60585 -2.30269 0.87961  0.047
N9 2.41637 2.94201 0.75528  0.193
C5 2.80073 1.74212 0.68303  -0.795
N10 3.57471 1.48419 1.73297  0.162
O5 2.52298 0.99165 -0.20213  0.047
H17 2.90937 3.41364 1.50001  0.120
H18 2.01037 3.32880 -0.08475  0.092
H19 3.90122 0.53826 1.86973  0.107
H20 4.10573 2.26398 2.09359  0.106
N11 1.02629 3.25689 -1.97791  0.146
C6 1.70147 3.14260 -3.12348  -0.753
N12 2.44099 2.04426 -3.16327  0.168
O6 1.94201 4.06556 -3.85540  0.046
H21 0.76013 4.23106 -1.96249  0.117
H22 0.55454 2.46417 -1.56663  0.080
H23 2.36029 1.54233 -2.29055  0.060
H24 3.26569 1.84763 -3.71220  0.115
N13 -3.43601 2.08252 -4.01621  0.171
C7 -3.31378 2.20102 -2.76809  -0.744
N14 -2.12233 1.81104 -2.44763  0.158
O7 -4.11530 2.45738 -1.79493  -0.041
H25 -2.68553 1.87799 -4.66044  0.125
H26 -4.33309 2.34055 -4.40193  0.129
H27 -1.77360 1.93272 -1.50759  0.053
H28 -1.50121 1.48254 -3.17316  0.108
N15 -5.33190 -0.74401 1.97759  0.167
C8 -4.07856 -0.34559 1.78246  -0.723
N16 -3.43526 -0.90546 0.79711  0.201
O8 -3.47848 0.11429 2.73511  -0.004
H29 -5.80774 -0.45866 2.82154  0.120
H30 -5.62468 -1.48388 1.35552  0.107
H31 -2.46786 -0.75446 0.54928  0.083
H32 -3.93973 -1.42063 0.08985  0.118
O9 2.33544 -2.50236 0.46687  -0.054
H33 2.60425 -3.41406 0.35378  0.056
H34 2.07268 -2.21924 -0.40893  -0.016
O10 -1.59974 -1.98580 -2.09349  -0.062
H35 -0.83191 -1.42264 -1.99599  -0.008
H36 -1.49249 -2.65670 -1.41922  0.010
O11 -0.15641 -0.45878 0.14862  -0.058
H37 0.78051 -0.56666 -0.01502  0.004
H38 -0.32507 0.46751 -0.02389  -0.012

Summary:
- orbital gap (eV) = 8.73
- E_tot (eV) = -55281.95270
- SMILES = NC(N)=O.NC(N)=O.NC(N)=O.NC(N)=O.NC(N)=O.NC(N)=O.NC(N)=O.NC(N)=O.O.O.O
- multiplicity = 1
- LUMO (eV) = 0.03
- E_HOMO (Eh) = -0.3194
- total charge = 0
- energy relative to the best compared isomer or geometry (same formula, charge and spin) (eV) = 4.2172


# 2
Here is 2 unconnected molecules or ions with the total composition C6H11Cl2O2Si from the Open Molecules 2025 dataset. Energies are from ωB97M-V/def2-TZVPD.

Last column: Löwdin charge in e.
Geometry (Å):
C1 -0.25030 3.40184 3.81639  -0.605
C2 -0.26979 -0.95542 -1.26036  -0.111
C3 0.23136 -1.52036 1.08542  -0.105
C4 0.80581 1.47986 0.11681  -0.231
C5 -0.61399 -0.62200 0.15474  -0.533
C6 -0.48788 0.85885 0.49417  -0.518
O1 0.52795 4.16287 3.53190  0.182
O2 -1.04799 2.69317 4.17480  0.193
Si1 -1.92418 1.87092 0.18940  -0.120
Cl1 -1.55178 3.68682 1.27743  0.249
Cl2 -3.70216 0.85600 0.84106  0.120
H1 -0.60565 -0.20761 -1.87910  0.041
H2 0.74198 -0.87019 -1.44948  0.044
H3 -0.65827 -1.82990 -1.78260  0.078
H4 -0.07535 -1.29437 2.17721  0.097
H5 0.13030 -2.65424 0.94600  0.077
H6 1.24281 -1.33107 0.75991  0.037
H7 0.70257 2.45695 0.56528  0.005
H8 1.70543 0.80928 0.49199  0.095
H9 0.97796 1.51990 -0.96767  0.047
H10 -1.57315 -0.92649 0.28483  0.040
H11 -2.54167 2.55246 -1.03347  -0.083

Summary:
- orbital gap (eV) = 5.86
- E_tot (eV) = -43420.60186
- multiplicity = 1
- LUMO (eV) = 3.31
- E_HOMO (Eh) = -0.0934
- total charge = -1
- energy relative to the best compared isomer or geometry (same formula, charge and spin) (eV) = 1.7105


# 3
Here is 5 unconnected molecules or ions with the total composition C2H14N4O5 from the Open Molecules 2025 dataset. Energies are from ωB97M-V/def2-TZVPD.

Last column: Löwdin charge in e.
Geometry (Å):
N1 -1.97048 -0.94119 2.31396  0.157
C1 -1.57236 0.24184 2.87926  -0.649
N2 -1.46589 0.26880 4.22543  0.161
O1 -1.40918 1.24777 2.16715  -0.004
H1 -2.26551 -1.66813 2.93493  0.091
H2 -2.28700 -0.91601 1.36170  0.098
H3 -1.56445 -0.55236 4.78161  0.094
H4 -1.21686 1.16116 4.61577  0.112
N3 2.84719 1.37137 -1.69872  0.159
C2 2.89041 0.19052 -1.01121  -0.658
N4 3.68932 -0.76817 -1.57549  0.157
O2 2.28945 0.01385 0.04511  0.008
H5 2.36660 2.15538 -1.30287  0.107
H6 3.27436 1.45249 -2.59770  0.089
H7 3.82559 -1.65339 -1.13167  0.104
H8 3.93328 -0.67259 -2.54119  0.090
O3 -3.66804 1.22903 -1.94554  -0.066
H9 -2.73327 1.10544 -1.73321  0.015
H10 -3.80488 2.18096 -1.89896  0.031
O4 0.34264 -1.97654 -2.68166  -0.066
H11 -0.03711 -1.08937 -2.70923  0.022
H12 -0.31918 -2.50061 -2.21835  0.035
O5 -0.62080 -0.01101 -0.40490  -0.087
H13 0.29110 -0.32809 -0.29923  0.004
H14 -0.81491 0.45886 0.42502  -0.005

Summary:
- orbital gap (eV) = 10.72
- E_tot (eV) = -18501.33839
- SMILES = NC(N)=O.NC(N)=O.O.O.O
- multiplicity = 1
- LUMO (eV) = 0.70
- E_HOMO (Eh) = -0.3683
- total charge = 0
- energy relative to the best compared isomer or geometry (same formula, charge and spin) (eV) = 0.0000